# 1
DFT (ωB97M-V with the def2-TZVPD basis set) results for a structure of composition C7H10O in a non-equilibrium geometry.

Values from the calculation:
- Energy relative to the best compared isomer or geometry (same formula, charge and spin): 2.671 eV
- Charge: 0
- Molar mass: 110.16 g mol⁻¹
- Largest force on an atom: 2.5 eV/Å
- Kohn-Sham gap: 9.971 eV
- Multiplicity: 1

Each line ends with the natural charge from an NBO analysis.
Cartesian coordinates (Å):
C -0.68868 -1.25463 0.56723  -0.11
C -2.29326 0.19868 -0.43329  0.15
C -2.02891 1.22769 0.35832  -0.56
C 1.54639 -0.00372 0.94544  -0.19
C 2.34218 0.39813 -0.23229  -0.41
C 1.21411 -0.15810 -1.08911  -0.42
C 0.56222 -0.49290 0.19036  -0.01
H -0.55339 -2.34529 0.48614  0.21
H -1.05109 -1.03387 1.57390  0.19
H -3.09103 0.29963 -1.15983  0.19
H -1.31230 1.07594 1.16959  0.20
H -2.62292 2.13549 0.28544  0.22
H 1.75407 0.00492 2.02212  0.21
H 2.47603 1.47552 -0.44115  0.20
H 3.33395 -0.07402 -0.37984  0.20
H 1.48822 -0.99388 -1.75184  0.21
H 0.63848 0.56966 -1.68415  0.21
O -1.71407 -1.02924 -0.42703  -0.50

# 2
DFT (ωB97M-V with the def2-TZVPD basis set) results for a cluster of 2 separate species, C2H7O2 in total in a non-equilibrium geometry.

Values from the calculation:
- Energy relative to the best compared isomer or geometry (same formula, charge and spin): 6.347 eV
- Charge: +1
- Molar mass: 63.08 g mol⁻¹
- Largest force on an atom: 4.7 eV/Å
- Kohn-Sham gap: 8.594 eV
- Multiplicity: 1

Each line ends with the natural charge from an NBO analysis.
Cartesian coordinates (Å):
C -1.15018 -0.49038 0.55588  -0.32
C 1.92193 -0.06463 -0.03988  0.09
O -0.61848 0.75762 -1.30530  -0.43
O -0.27574 0.48307 0.06600  -0.22
H -1.54526 -1.45002 0.05974  0.25
H -0.84638 -0.69791 1.58011  0.23
H -2.08308 0.13892 0.78237  0.22
H 1.97694 0.88555 -0.52018  0.23
H 1.96488 -0.25055 1.02341  0.23
H 1.80516 -0.89868 -0.74175  0.22
H -1.14977 1.58700 -1.46040  0.51